Model one:
# C4H5N3O

The molecule C4H5N3O (wB97M-V/def2-TZVPD, the Open Molecules 2025 dataset).

HOMO level: -0.3505 Ha
total charge: 0
Kohn-Sham gap: 8.85 eV

Last column: natural (NBO) charge in e.
Positions of all 13 atoms, in Å:
C -1.9397 -1.0736 -1.0072  -0.44
N -0.7886 -1.2045 -0.3209  -0.35
C -0.0091 -0.2139 -0.0421  0.28
N -0.1504 1.2120 -0.1835  -0.49
C 0.8062 1.7697 0.4813  0.29
N 1.7872 0.7611 0.9459  -0.66
C 1.3765 -0.5537 0.7666  0.63
O 2.0322 -1.6139 0.8795  -0.54
H -2.7919 -0.7106 -0.1685  0.23
H -2.0952 -2.1765 -1.6651  0.21
H -1.7088 -0.2468 -1.6881  0.20
H 0.8533 2.7885 0.8619  0.21
H 2.6282 1.2623 1.1402  0.42

Model two:
# C4H5N3O

The molecule C4H5N3O (wB97M-V/def2-TZVPD, the Open Molecules 2025 dataset).

HOMO level: -0.3381 Ha
total charge: 0
Kohn-Sham gap: 8.24 eV

Last column: natural (NBO) charge in e.
Positions of all 13 atoms, in Å:
C 3.1663 0.0808 0.0164  -0.31
O 1.6264 0.2231 -0.0146  -0.34
N 0.8729 -0.8157 -0.0906  0.01
C -0.3117 -0.3198 0.0783  0.33
N -1.4314 -1.1457 0.0497  -0.38
C -2.5128 -0.3736 -0.0272  -0.02
C -1.9317 1.0240 0.0038  0.01
N -0.5680 1.1285 -0.0271  -0.40
H 3.6606 1.1412 -0.4214  0.23
H 3.2996 -0.8749 -0.6883  0.23
H 3.5252 0.0561 1.2644  0.22
H -3.5989 -0.7156 0.0125  0.23
H -2.4725 1.9700 -0.0020  0.20

Model three:
# C4H5N3O

C4H5N3O as an isolated structure (wB97M-V/def2-TZVPD, the Open Molecules 2025 dataset).

HOMO level: -0.3246 Ha
total charge: 0
Kohn-Sham gap: 9.08 eV

Last column: natural (NBO) charge in e.
Positions of all 13 atoms, in Å:
C -1.6607 -0.2268 -0.3168  0.68
C 0.1471 -0.5782 0.2547  -0.13
C 1.6046 -0.3253 0.5380  -0.08
C -0.3370 0.7685 -0.2777  -0.16
H -1.4560 -1.7143 1.6397  0.42
H -0.0283 -1.4278 -0.3870  0.19
H 2.4059 -0.6149 1.3161  0.24
H 0.8849 1.9148 -1.6925  0.40
H -0.4475 1.4116 0.6960  0.20
N -1.1628 -0.7880 0.7969  -0.60
N 1.9295 0.4531 -0.5203  -0.19
N 0.8314 0.9557 -1.1371  -0.44
O -2.7109 0.1713 -0.9097  -0.54

Sorted by energy, starting with the most stable: model one, model two, model three.

Model one:
# C4H5N3O

A 2-piece molecular cluster, C4H5N3O overall (wB97M-V/def2-TZVPD, the Open Molecules 2025 dataset).

HOMO level: -0.3223 Ha
total charge: 0
Kohn-Sham gap: 6.58 eV

Last column: natural (NBO) charge in e.
Positions of all 13 atoms, in Å:
C -0.8632 0.6350 -0.0157  0.18
C 2.3413 -0.9999 0.0685  -0.08
C -2.1577 -0.0211 -0.0508  -0.03
C -2.9255 -1.0679 -0.2145  -0.17
H 1.1155 2.3637 -0.3902  0.47
H -0.0600 -1.1706 1.2824  0.07
H 1.9841 -1.9688 0.8212  0.20
H 3.3984 -0.9002 -0.0929  0.20
H -3.8578 -1.4906 -0.5552  0.24
N -0.8559 1.9871 0.2697  -0.07
N 0.1587 -0.1996 -0.4789  -0.23
N 1.5356 0.0039 -0.4336  -0.23
O 0.1864 2.8290 -0.2101  -0.54

Model two:
# C4H5N3O

The molecule C4H5N3O (wB97M-V/def2-TZVPD, the Open Molecules 2025 dataset).

HOMO level: -0.3195 Ha
total charge: 0
Kohn-Sham gap: 8.04 eV

Last column: natural (NBO) charge in e.
Positions of all 13 atoms, in Å:
H -2.6071 0.6576 0.4265  0.36
N -2.7089 -0.3335 0.0814  -0.74
C -1.6594 -1.1538 -0.0399  0.31
N -0.4098 -1.0099 -0.1222  -0.61
C 0.6126 0.0231 0.2136  0.20
C 1.9579 -0.3324 0.4701  -0.07
C 3.1351 -0.5127 -0.2677  -0.16
N 0.5403 1.2840 -0.0178  -0.07
O -0.6640 1.7298 -0.1260  -0.52
H -1.8987 -2.3036 -0.6022  0.15
H 0.0421 -1.9006 -0.0171  0.41
H 4.2767 -0.8090 -0.3155  0.26
H -0.7291 2.7882 -0.3293  0.50

Model three:
# C4H5N3O

The molecule C4H5N3O (wB97M-V/def2-TZVPD, the Open Molecules 2025 dataset).

HOMO level: -0.3387 Ha
total charge: 0
Kohn-Sham gap: 9.43 eV

Last column: natural (NBO) charge in e.
Positions of all 13 atoms, in Å:
O 2.7882 0.4999 -0.2599  -0.56
C 1.6226 -0.0016 0.0289  0.67
N 0.8248 -1.1630 -0.5273  -0.71
C -0.2841 -0.7944 0.5358  -0.10
C -1.5764 -0.5206 -0.1369  0.00
N -1.8400 0.6858 -0.4251  -0.17
N -0.5051 1.5662 -0.1960  -0.52
C 0.4122 0.7460 0.5499  -0.16
H 0.7304 -1.7226 -1.5090  0.44
H -0.4859 -1.4272 1.4873  0.24
H -2.5059 -1.2295 -0.0745  0.23
H -0.1701 2.2578 -0.8843  0.41
H 0.9892 1.1032 1.4112  0.21

Model four:
# C4H5N3O

C4H5N3O as an isolated structure (wB97M-V/def2-TZVPD, the Open Molecules 2025 dataset).

HOMO level: -0.3333 Ha
total charge: 0
Kohn-Sham gap: 8.84 eV

Last column: natural (NBO) charge in e.
Positions of all 13 atoms, in Å:
C 0.3740 -0.4799 0.5721  0.29
C -1.2409 -0.0857 -0.7460  0.46
C -0.3789 1.6927 -1.1240  -0.07
C 0.0355 0.4560 -0.3947  -0.25
H 1.3042 -0.3338 2.4809  0.39
H 2.9080 -0.7815 0.9233  0.41
H -0.1389 -2.5130 0.5729  0.40
H -0.7503 2.4303 -0.3659  0.19
H 0.1079 2.2830 -1.9351  0.21
N 1.5092 -0.9717 1.3534  -0.87
N -0.7183 -1.3622 0.7813  -0.38
N -1.6640 -1.2638 -0.2382  -0.30
O -1.3476 0.9298 -1.8800  -0.49

Sorted by energy, starting with the most stable: model three, model two, model four, model one.

Model one:
# C4H5N3O

The molecule C4H5N3O (wB97M-V/def2-TZVPD, the Open Molecules 2025 dataset).

HOMO level: -0.3338 Ha
total charge: 0
Kohn-Sham gap: 8.46 eV

Last column: natural (NBO) charge in e.
Positions of all 13 atoms, in Å:
C 1.6437 -0.3176 -0.0334  -0.46
N 0.6501 0.7016 0.1003  -0.33
C -0.6218 0.5344 0.0534  0.10
C -1.6295 1.5686 -0.0286  -0.03
N -2.8067 1.0037 -0.0689  -0.17
N -2.7159 -0.3473 -0.0187  -0.46
C -1.4576 -0.9217 -0.0360  0.62
O -1.1266 -2.0663 -0.1129  -0.55
H 2.6244 -0.0203 0.5010  0.22
H 1.8742 -0.3936 -1.1499  0.23
H 1.1343 -1.2259 0.2948  0.22
H -1.5101 2.5899 0.0565  0.22
H -3.5340 -0.8264 0.1310  0.40

Model two:
# C4H5N3O

The molecule C4H5N3O (wB97M-V/def2-TZVPD, the Open Molecules 2025 dataset).

HOMO level: -0.3311 Ha
total charge: 0
Kohn-Sham gap: 9.63 eV

Last column: natural (NBO) charge in e.
Positions of all 13 atoms, in Å:
N -2.3530 -0.0383 -0.0352  -0.63
N -0.9286 -0.0312 -0.0510  -0.08
C -0.1676 1.0328 0.0320  0.03
C 1.1216 1.1887 0.0787  -0.37
C 1.8711 -0.0355 0.0610  0.43
O 3.0502 -0.2789 -0.0206  -0.57
C 0.9765 -1.2259 0.0092  -0.03
N -0.3051 -1.2566 0.1120  -0.25
H -2.7739 -0.9570 -0.5279  0.39
H -2.5432 -0.1142 0.9620  0.36
H -0.7870 1.8513 -0.3275  0.22
H 1.6274 2.2205 -0.0699  0.25
H 1.2115 -2.3556 -0.2228  0.23

Model three:
# C4H5N3O

C4H5N3O as an isolated structure (wB97M-V/def2-TZVPD, the Open Molecules 2025 dataset).

HOMO level: -0.3319 Ha
total charge: 0
Kohn-Sham gap: 9.67 eV

Last column: natural (NBO) charge in e.
Positions of all 13 atoms, in Å:
C -0.8295 -0.5258 1.2336  0.59
C 0.8818 -0.6005 -0.2011  0.31
C 0.8652 0.1669 -1.4488  -0.43
C -0.2964 0.9319 -0.9280  -0.22
H -1.7027 -0.8715 2.8005  0.52
H 0.7905 -0.6297 -2.1575  0.24
H 2.0753 0.6919 -1.9260  0.21
H -1.1823 1.0292 -1.7113  0.22
H -0.0129 1.9651 -0.4810  0.24
N 0.3445 -0.8528 1.8620  -0.37
N 1.4466 -0.8454 0.9281  -0.25
N -0.5123 -0.2882 0.0127  -0.42
O -1.8678 -0.1710 2.0169  -0.64

Model four:
# C4H5N3O

The molecule C4H5N3O (wB97M-V/def2-TZVPD, the Open Molecules 2025 dataset).

HOMO level: -0.3055 Ha
total charge: 0
Kohn-Sham gap: 8.45 eV

Last column: natural (NBO) charge in e.
Positions of all 13 atoms, in Å:
C 2.4355 -0.4061 -0.1278  -0.10
N 1.3234 -0.9843 0.0248  -0.23
N 0.1088 -0.5045 0.2803  -0.24
C -1.0547 -1.2879 -0.0569  0.19
N -2.0830 -0.6316 -0.1975  -0.39
C -1.6203 0.7386 0.0020  -0.24
C -0.2473 0.7939 0.1426  0.42
O 0.5841 1.7615 0.0124  -0.66
H 2.6291 0.7190 -0.2414  0.16
H 3.2877 -0.9386 -0.1803  0.17
H -1.0689 -2.3482 0.1410  0.20
H -2.1869 1.5980 0.0926  0.19
H 0.1431 2.6904 -0.4235  0.52

Sorted by energy, starting with the most stable: model one, model two, model four, model three.

Model one:
# C5H8OS

The molecule C5H8OS (wB97M-V/def2-TZVPD, the Open Molecules 2025 dataset).

HOMO level: -0.3105 Ha
total charge: 0
Kohn-Sham gap: 9.28 eV

Last column: natural (NBO) charge in e.
Positions of all 15 atoms, in Å:
C 0.9909 0.2753 1.8890  -0.38
C 1.0610 0.0608 0.6040  -0.20
C -0.2312 -0.1731 -0.0392  0.24
O -1.3182 -0.6333 0.7444  -0.71
C -0.5344 1.1166 -0.9148  -0.51
S -0.3295 0.3947 -2.5791  0.10
C -0.2336 -1.1152 -1.4268  -0.47
H 1.5995 0.5788 2.5942  0.19
H 0.0367 0.3411 2.3202  0.17
H 1.9628 0.0876 0.1021  0.22
H -1.0791 -0.9815 1.6407  0.49
H -1.4894 1.5282 -0.8776  0.22
H 0.1060 1.9411 -0.7652  0.21
H 0.5944 -1.7210 -1.7463  0.21
H -1.1359 -1.7000 -1.5458  0.22

Model two:
# C5H8OS

The molecule C5H8OS (wB97M-V/def2-TZVPD, the Open Molecules 2025 dataset).

HOMO level: -0.3180 Ha
total charge: 0
Kohn-Sham gap: 9.55 eV

Last column: natural (NBO) charge in e.
Positions of all 15 atoms, in Å:
C -3.2429 0.5108 -0.5644  -0.31
O -2.5379 -0.5583 0.3082  -0.51
C -1.3570 -0.0584 0.4195  0.16
C -0.2227 -0.7548 0.0639  -0.30
C 1.1765 -0.2535 0.5008  -0.43
C 1.6046 1.1107 0.3413  -0.48
S 2.5207 -0.1967 -0.4934  0.21
H -4.1750 0.1490 -0.9752  0.20
H -2.5799 0.6304 -1.5368  0.22
H -3.6861 1.4192 0.0119  0.21
H -1.3569 1.0676 0.6066  0.15
H -0.3795 -1.7807 -0.0661  0.21
H 1.2500 -0.6063 1.5493  0.22
H 1.1553 1.9456 -0.2232  0.24
H 1.9933 1.4601 1.4949  0.21

Sorted by energy, starting with the most stable: model one, model two.